[1]
17
Properties=species:S:1:pos:R:3 method="wB97M-V/def2-TZVPD" multiplicity=2 homo_ev="-14.285 / -15.194" lumo_energy_ev="-7.7 / -7.7" total_charge=+2
H -0.68622 0.19706 -1.70253
Mg 3.29609 -2.66427 -0.39869
C -1.18258 0.41010 -0.75117
H -2.01589 1.03916 -0.41097
Tl 1.35563 -4.41309 3.10319
H -1.90851 -0.66128 -0.77853
O -0.68710 4.39782 -2.15428
C -0.26859 3.56482 -1.48355
C 0.16377 2.54701 -0.71023
H 0.13607 2.75935 0.36287
H 1.09694 2.08899 -1.05179
C -0.80053 -0.50382 0.32659
H -1.12476 -0.32297 1.36009
O -0.12082 -2.42336 2.04001
C 0.63754 -2.18722 1.11608
O 1.76637 -2.69493 0.92199
O 0.34259 -1.13337 0.21091



[2]
12
Properties=species:S:1:pos:R:3 method="wB97M-V/def2-TZVPD" homo_ev=-14.398 lumo_energy_ev=-4.6 total_charge=+1
H -2.04116 1.67049 -0.07806
C 1.30213 -0.81673 -0.00085
H -1.98722 -0.86215 -0.93045
H 2.01357 -1.68410 0.18003
H -1.99213 -0.98834 1.01974
H 1.80818 0.92778 0.93645
C -1.54320 -0.65423 0.11951
H 2.20500 1.13461 -0.58087
N 1.56440 0.61720 0.02371
C -0.01988 -0.70689 -0.03323
C -1.40718 0.91140 0.03852
C -0.10908 0.68880 -0.13391